# 1
{
  "formula": "C5H7NO2",
  "method": "ωB97M-V/def2-TZVPD",
  "homo_energy_ev": -9.833,
  "gap_ev": 10.450,
  "e_lumo_ev": 0.617,
  "fmax_ev_per_a": 3.63,
  "symbols": ["O", "O", "N", "C", "C", "C", "C", "C", "H", "H", "H", "H", "H", "H", "H"],
  "coordinates": [[-1.35801, 1.33207, -0.21708], [2.23438, 2.00266, 1.52830], [0.21051, 0.80324, 1.40504], [-1.15728, -0.97771, 0.53219], [1.21820, -0.87855, -1.32073], [1.28535, 1.37107, 1.26443], [0.72820, 0.26325, -0.85847], [-0.49554, 0.35868, 0.24491], [0.81427, 1.16830, -1.44736], [1.04720, -1.82917, -0.83965], [-2.24514, 1.20738, 0.14389], [1.68491, -0.94072, -2.29240], [-0.42521, -1.69349, 0.89218], [-1.65005, -1.35758, -0.36009], [-1.89178, -0.82944, 1.32484]],
  "forces_ev_per_a": [[-0.5, 0.3, -0.4], [-0.2, -0.6, -1.1], [0.6, 0.5, 0.5], [-0.1, 0.4, -0.1], [-0.3, 0.1, 0.0], [0.2, 1.2, 2.9], [-3.3, -0.8, -0.3], [2.8, -1.2, -1.9], [0.1, 0.2, 0.1], [-0.2, -0.1, 0.1], [0.2, 0.0, 0.0], [0.7, 0.2, 0.2], [0.0, -0.1, 0.0], [0.0, 0.0, 0.0], [-0.1, 0.0, 0.0]]
}

=====

# 2
{
  "formula": "C4H12N3Si",
  "method": "ωB97M-V/def2-TZVPD",
  "homo_energy_ev": -14.719,
  "gap_ev": 10.274,
  "e_lumo_ev": -4.445,
  "fmax_ev_per_a": 1.82,
  "charge": 1,
  "symbols": ["Si", "N", "N", "N", "C", "C", "C", "C", "H", "H", "H", "H", "H", "H", "H", "H", "H", "H", "H", "H"],
  "coordinates": [[-0.44726, -0.00062, -0.07231], [2.26623, 0.77112, 0.44016], [4.05523, -0.56634, -0.07016], [3.18536, 0.09728, 0.33884], [-1.14542, 1.37850, -1.16955], [-1.62547, -0.76629, 1.19870], [0.51860, -1.31045, -1.05709], [0.94253, 0.90529, 1.10223], [-1.93462, -0.05736, 1.96263], [-0.16601, -1.89456, -1.66553], [-2.04072, 1.03474, -1.68164], [0.74290, 1.96783, 1.14821], [1.24449, -0.87534, -1.73834], [5.02792, -0.51731, 0.20447], [0.99850, 0.46071, 2.08968], [1.03892, -2.01449, -0.41282], [-1.42413, 2.26184, -0.60110], [-0.43861, 1.68462, -1.93726], [-2.52678, -1.12417, 0.70987], [-1.17421, -1.62028, 1.69891]],
  "forces_ev_per_a": [[0.2, 0.0, 0.1], [-0.7, 0.4, 0.3], [0.4, -1.5, -1.0], [-0.7, 1.1, 0.3], [0.2, -0.6, 0.4], [0.4, 0.3, -0.5], [-0.4, 0.5, 0.4], [0.3, -0.7, -0.8], [0.0, 0.2, 0.0], [-0.2, -0.1, -0.1], [-0.1, -0.1, -0.1], [0.1, 0.1, 0.0], [0.1, 0.2, -0.1], [0.1, 0.4, 0.6], [0.1, -0.1, 0.1], [0.0, -0.1, 0.2], [0.0, 0.1, 0.2], [0.2, 0.0, 0.0], [-0.1, 0.0, -0.1], [0.2, -0.1, 0.0]]
}

=====

# 3
{
  "formula": "C3H8ClNO",
  "method": "ωB97M-V/def2-TZVPD",
  "homo_energy_ev": -9.876,
  "gap_ev": 10.725,
  "e_lumo_ev": 0.849,
  "fmax_ev_per_a": 1.26,
  "symbols": ["Cl", "O", "N", "C", "C", "C", "H", "H", "H", "H", "H", "H", "H", "H"],
  "coordinates": [[-0.76014, 3.33513, -0.64932], [1.00460, -0.64644, 0.31786], [-1.20937, -0.65777, -0.16574], [0.95001, 3.10553, -0.25797], [-0.03845, -1.27076, 0.18220], [-0.14294, -2.76684, 0.38208], [1.48246, 4.07111, -0.28571], [-0.85635, -3.00742, 1.18817], [-0.47678, -3.26528, -0.54351], [1.42120, 2.42293, -0.98505], [-2.08019, -1.18266, -0.27845], [-1.19932, 0.35435, -0.31425], [0.84774, -3.16524, 0.65856], [1.05753, 2.67336, 0.75113]],
  "forces_ev_per_a": [[-0.1, 0.0, 0.0], [-0.5, -0.3, -0.1], [-0.3, 0.1, -0.1], [1.2, -0.2, 0.3], [0.1, 0.4, 0.0], [0.3, -0.5, 0.1], [-0.5, -0.4, 0.0], [0.2, 0.1, -0.3], [0.1, 0.2, 0.3], [-0.4, 0.3, 0.3], [0.8, 0.5, 0.1], [-0.1, -0.7, 0.1], [-0.5, 0.2, -0.1], [-0.2, 0.2, -0.5]]
}

=====

# 4
{
  "formula": "C16H8N5O7RuS",
  "method": "ωB97M-V/def2-TZVPD",
  "homo_energy_ev": [-13.322, -13.322],
  "gap_ev": [6.910, 6.909],
  "e_lumo_ev": [-6.413, -6.413],
  "fmax_ev_per_a": 0.57,
  "charge": 1,
  "symbols": ["Ru", "S", "O", "O", "O", "O", "O", "O", "O", "N", "N", "N", "N", "N", "C", "C", "C", "C", "C", "C", "C", "C", "C", "C", "C", "C", "C", "C", "C", "C", "H", "H", "H", "H", "H", "H", "H", "H"],
  "coordinates": [[0.05365, 1.15758, 0.30818], [-0.98301, -0.55662, -2.42541], [4.79437, -3.07949, 4.68303], [5.85157, -2.55203, 2.87591], [-0.41437, -1.85706, -2.40291], [-2.12429, 1.15985, 0.65202], [0.31738, 0.17302, 1.86851], [1.90964, 0.87826, -0.39821], [-0.51875, 0.44697, -3.31973], [4.88401, -2.54302, 3.60316], [0.43471, 5.02418, -1.39818], [0.02081, 2.87921, -0.36688], [-0.92751, 0.08951, -0.84287], [2.34253, 5.93249, -2.70940], [-4.95459, -1.02723, -3.12104], [3.74927, -1.18293, 1.90710], [-5.47208, -0.44665, -1.96535], [-4.63229, 0.06684, -0.98909], [-3.26445, -0.02064, -1.19947], [-2.75832, -0.60129, -2.36425], [3.69584, -1.80621, 3.12495], [2.55724, -1.75791, 3.92074], [1.47850, 5.47923, -2.10085], [0.32690, 3.91654, -0.88953], [2.62849, -0.48089, 1.44336], [-3.58124, -1.11319, -3.34006], [-2.18202, 0.44818, -0.35231], [1.45995, -0.43166, 2.24021], [2.75873, 0.17569, 0.17568], [1.44677, -1.07017, 3.47624], [0.54508, -1.01834, 4.07034], [3.71799, 0.07200, -0.33791], [4.65767, -1.23627, 1.32108], [2.56120, -2.26162, 4.87729], [-5.02196, 0.51846, -0.08688], [-3.18360, -1.55980, -4.24095], [-6.54309, -0.39620, -1.82785], [-5.63073, -1.41879, -3.86869]],
  "forces_ev_per_a": [[-0.5, -0.2, 0.1], [0.0, -0.1, -0.3], [0.0, 0.0, 0.0], [0.0, 0.0, 0.0], [0.0, 0.0, 0.1], [0.2, 0.1, 0.2], [0.4, 0.2, 0.2], [0.0, 0.0, 0.0], [0.0, 0.0, 0.1], [0.0, 0.0, 0.0], [0.1, 0.0, 0.0], [0.2, 0.2, -0.1], [-0.3, 0.2, 0.1], [0.0, 0.0, 0.0], [0.0, 0.0, 0.0], [0.1, -0.1, 0.1], [0.0, 0.0, 0.0], [0.0, 0.0, 0.0], [-0.1, 0.0, 0.0], [0.1, 0.0, 0.1], [0.0, 0.0, -0.1], [0.0, 0.0, 0.0], [-0.1, 0.0, 0.0], [-0.1, 0.0, 0.1], [-0.1, 0.1, -0.1], [0.0, 0.0, 0.0], [0.0, -0.2, -0.5], [0.0, -0.1, 0.0], [0.2, 0.0, 0.2], [-0.1, 0.0, 0.1], [0.0, 0.0, 0.0], [0.0, 0.0, 0.0], [0.0, 0.0, 0.0], [0.0, 0.0, 0.0], [0.0, 0.0, 0.0], [0.0, 0.0, 0.0], [0.0, 0.0, 0.0], [0.0, 0.0, 0.0]]
}

=====

| no. | calculated total energy (hartree) |
| --- | --- |
| 1 | -399.90717 |
| 2 | -613.02768 |
| 3 | -709.31186 |
| 4 | -1907.62842 |